DFT (ωB97M-V/def2-TZVPD) results for 2 unconnected molecules or ions with the total composition C16H10Cl2N2.

Atoms and positions in Å:
Cl1 -5.6143 1.1731 -0.7260
C1 -3.9955 0.6332 -0.7340
C2 -3.7040 -0.7408 -0.6936
C3 -2.3882 -1.1600 -0.6707
C4 -1.2981 -0.2343 -0.6286
C5 -0.0001 -0.7852 -0.4232
C6 1.2977 -0.2332 -0.6276
C7 2.3879 -1.1583 -0.6781
C8 3.7036 -0.7383 -0.7015
C9 3.9943 0.6361 -0.7357
Cl2 5.6129 1.1768 -0.7296
C10 2.9472 1.5745 -0.7593
C11 1.6218 1.1473 -0.7367
C12 -1.6232 1.1452 -0.7492
C13 -2.9488 1.5719 -0.7663
H1 -4.5257 -1.4559 -0.6637
H2 -2.1614 -2.2255 -0.6269
H3 0.0004 -1.8776 -0.4034
H4 2.1617 -2.2241 -0.6402
H5 4.5257 -1.4531 -0.6770
H6 3.1781 2.6374 -0.7837
H7 0.8404 1.8980 -0.7515
H8 -0.8422 1.8959 -0.7794
H9 -3.1804 2.6346 -0.7947
C14 0.0029 -0.3235 2.3632
C15 1.1895 -0.8591 2.8426
N1 2.2421 -1.2661 3.1928
C16 -1.1891 -0.8564 2.8403
N2 -2.2398 -1.2585 3.1866
H10 0.0047 0.7261 2.0552

Output
DFT total energy: -44776.140 eV
HOMO level: -7.65 eV
gap between HOMO and LUMO: 5.0 eV

The computed Löwdin charges, all in e, follow:
1 Cl 0.722
2 C -0.668
3 C -0.083
4 C -0.005
5 C -0.209
6 C 0.053
7 C -0.210
8 C -0.005
9 C -0.083
10 C -0.668
11 Cl 0.722
12 C -0.081
13 C -0.002
14 C -0.002
15 C -0.081
16 H 0.115
17 H 0.123
18 H 0.125
19 H 0.123
20 H 0.115
21 H 0.111
22 H 0.087
23 H 0.086
24 H 0.111
25 C -0.166
26 C -0.295
27 N 0.127
28 C -0.295
29 N 0.128
30 H 0.105